# 1
13
Properties=species:S:1:pos:R:3 method="wB97M-V/def2-TZVPD" multiplicity=1 relative_energy_kj_mol=104.8 e_homo_ev=-3.64 charge=-1
C -0.5500 -0.3835 -0.0694
C 0.5837 0.3535 -0.0366
C -2.2774 0.4308 -0.1107
C 2.1048 -0.0972 -0.1698
O -2.2170 1.6424 0.0152
O -3.1501 -0.3778 -0.1318
O 0.5403 1.7105 0.0640
S -0.4913 -2.1594 -0.0433
H 2.7151 0.7155 0.1852
H 2.3250 -0.9504 0.5996
H 2.4263 -0.5595 -1.0101
H -0.2885 1.9751 0.3863
H -1.7209 -2.3001 0.3216


# 2
14
Properties=species:S:1:pos:R:3 method="wB97M-V/def2-TZVPD" multiplicity=1 relative_energy_kj_mol=151.8 e_homo_ev=-0.93 charge=-2
C -0.7680 0.2585 1.6651
P -0.8344 0.5612 -0.4857
O -0.1920 1.9106 -0.6974
O -2.3574 0.4408 -0.8051
C -0.0334 -0.4387 -2.0103
C 0.9346 -1.2818 -2.2298
C 1.4771 -1.8619 -3.5893
O 0.6724 -2.4884 -4.2657
O 2.6837 -1.6421 -3.8610
H 0.2363 -0.0374 1.8799
H -1.2723 -0.6462 1.6876
H -1.2392 1.1484 2.1149
H -0.8844 -0.1523 -2.5981
H 1.5682 -1.5615 -1.4283


# 3
14
Properties=species:S:1:pos:R:3 method="wB97M-V/def2-TZVPD" multiplicity=2 relative_energy_kj_mol=0.0 e_homo_ev="-18.92 / -18.90" charge=+2
O -1.3063 -0.1739 1.8340
C 1.5003 -2.8150 -0.7068
O 2.0986 -3.6524 -1.1467
O 1.3217 0.8521 -0.0561
C 0.9185 1.9832 -0.2924
C -0.5405 2.3187 -0.2594
O -1.3024 1.1727 -0.0016
C -1.8559 0.9619 1.3696
Yb -0.0318 -0.8314 0.3955
H 1.6279 2.7867 -0.5504
H -0.8137 2.7591 -1.2329
H -0.6922 3.1112 0.4934
H -2.9500 0.9067 1.2288
H -1.5949 1.8660 1.9521


# 4
16
Properties=species:S:1:pos:R:3 method="wB97M-V/def2-TZVPD" multiplicity=1 relative_energy_kj_mol=0.0 e_homo_ev=-7.99
C -1.4832 -0.6793 0.1516
C -1.2630 0.7314 -0.0543
C -0.4844 -1.5889 0.0019
C 0.0053 1.1927 -0.1002
O 0.7827 -1.3923 -0.3940
O 2.2163 0.4659 -1.1392
O -2.3951 1.4445 -0.0357
O -0.7629 -2.8490 -0.2546
O 0.4405 2.4792 -0.2559
O 1.9746 -0.1050 1.4176
P 1.3413 0.0057 -0.0708
H -2.4581 -0.9721 0.3410
H -2.2227 2.2966 -0.3188
H 0.0566 -3.3099 -0.1841
H 1.3857 2.2780 -0.4917
H 2.8663 0.0026 1.3872


# 5
16
Properties=species:S:1:pos:R:3 method="wB97M-V/def2-TZVPD" multiplicity=7 relative_energy_kj_mol=208.6 e_homo_ev="-13.10 / -13.10" charge=+1
O 2.8112 -0.9517 0.5641
C 2.2401 0.1593 0.4015
O 2.7365 1.2284 0.8419
O 1.1607 0.2189 -0.3677
Ru 4.3053 0.0891 1.4693
C 0.1629 -0.7783 -0.3687
C -1.1904 -1.2060 0.0574
H 0.4459 -1.4090 -1.2231
H 0.2393 -1.3731 0.7724
H -1.6977 -1.6867 -0.7887
O -2.1005 0.1941 0.3935
C -1.9209 1.1004 -0.5010
O -1.0650 0.9639 -1.3957
O -2.1778 2.3198 -0.0477
H -2.4826 2.8743 -0.7774
H -1.4671 -1.7433 0.9699


# 6
11
Properties=species:S:1:pos:R:3 method="wB97M-V/def2-TZVPD" multiplicity=1 relative_energy_kj_mol=174.6 e_homo_ev=-9.14
O 3.6729 0.0688 0.3584
P 2.6138 -0.3392 -0.5587
C 1.0535 -0.4046 0.4050
C 0.4452 1.2640 0.2335
C -0.5773 0.7068 -0.4151
C -0.2069 -0.7077 -0.3306
H 1.1082 -0.6475 1.5041
H 0.9071 2.0919 0.7175
H -1.4761 1.0755 -0.9514
H -0.9203 -1.2366 0.2527
H 0.1673 -1.4233 -1.2316


# 7
11
Properties=species:S:1:pos:R:3 method="wB97M-V/def2-TZVPD" multiplicity=4 e_homo_ev="-20.75 / -23.54" charge=+3
C -1.2850 -0.9944 1.6392
C -0.4216 -0.9454 0.5730
C 0.2350 0.2246 0.1746
C 0.3878 0.5034 -1.2093
O 1.0227 1.4977 -1.6390
Pr 3.1288 2.7466 -2.5126
H -1.7989 -1.9185 1.9021
H -1.4453 -0.1193 2.2717
H 0.7871 0.8314 0.8969
H -0.3831 -1.7819 -0.1564
H -0.2274 -0.0441 -1.9403


# 8
11
Properties=species:S:1:pos:R:3 method="wB97M-V/def2-TZVPD" multiplicity=1 relative_energy_kj_mol=293.3 e_homo_ev=-0.80 charge=-1
C -3.9021 0.5500 0.1660
C -0.5480 -0.2763 0.0461
C 0.9399 -0.0311 0.0088
C 0.0946 0.2437 -1.1873
O -4.0018 1.7296 0.1100
S -4.3741 -0.9517 0.0377
H -0.8931 -1.3067 0.0641
H -1.1519 0.3575 0.6964
H 1.3338 0.7767 0.6334
H 1.6048 -0.8916 0.0056
H -0.0831 1.2859 -1.4584


# 9
10
Properties=species:S:1:pos:R:3 method="wB97M-V/def2-TZVPD" multiplicity=1 relative_energy_kj_mol=304.5 e_homo_ev=-8.48
C 0.3396 -0.3802 1.0834
C 0.5891 0.8987 0.6815
C -0.6404 -0.6031 0.0170
C -0.4422 0.8081 -0.4128
P -0.0879 -0.5209 -1.7076
H 0.8111 -1.1818 1.6787
H 1.4107 1.4936 1.1672
H -1.9273 -1.2418 -0.0163
H -1.3487 1.4925 -0.7377
H 1.2959 -0.7651 -1.7535